Molecular formula: C2H26NO16
Method: DFT, the ωB97M-V functional and the def2-TZVPD basis

Values from the calculation:
Energy relative to the best compared isomer or geometry (same formula, charge and spin) ... 0.00 kcal per mole
E ... -36738.895 eV
2S+1 ... 1
Charge ... -3
E_LUMO ... 5.830 eV

Positions of all 45 atoms, in Å:
1 O 4.9831 -31.2322 -18.0134
2 C 4.5451 -31.8416 -16.8012
3 C 3.9341 -31.2001 -15.5073
4 O 2.8035 -30.3510 -15.4753
5 H 5.3215 -32.5959 -16.5662
6 H 3.7751 -32.5589 -17.1631
7 H 4.8160 -30.6260 -15.1821
8 H 3.7572 -31.9834 -14.7556
9 N 5.1387 -27.8559 -12.1578
10 O 5.8939 -28.1436 -13.1103
11 O 5.5192 -27.8909 -10.9691
12 O 3.9515 -27.5265 -12.4385
13 O 6.5998 -28.9941 -17.2654
14 H 6.3825 -28.3088 -17.9021
15 H 6.1012 -29.7793 -17.5674
16 O 7.8877 -31.4199 -17.9553
17 H 7.0174 -31.8465 -18.0311
18 H 8.2438 -31.4284 -18.8470
19 O 6.7817 -35.1834 -17.2610
20 H 6.6182 -36.1302 -17.2430
21 H 5.9082 -34.7815 -17.1338
22 O 4.4595 -33.5581 -20.0555
23 H 4.6739 -32.8276 -19.4424
24 H 4.4185 -34.3342 -19.4932
25 O 0.6468 -32.0259 -14.3205
26 H 0.2233 -31.2142 -14.0311
27 H 1.5270 -31.7337 -14.6444
28 O 2.5081 -31.2194 -19.5631
29 H 2.7948 -31.1875 -20.4804
30 H 3.3452 -31.2283 -19.0497
31 O 7.4640 -33.6621 -14.9593
32 H 7.5338 -34.4942 -14.4856
33 H 7.1897 -33.9114 -15.8503
34 O 0.9473 -31.7526 -17.1307
35 H 0.3683 -32.2060 -16.5132
36 H 1.5736 -31.2654 -16.5439
37 O 3.9329 -28.5368 -18.6209
38 H 3.5313 -28.6035 -19.4901
39 H 4.1508 -29.4642 -18.3861
40 O 6.1779 -30.0955 -20.4048
41 H 5.7288 -30.5608 -19.6718
42 H 7.1106 -30.2282 -20.2295
43 O 2.0278 -29.5602 -12.9218
44 H 2.1687 -29.9817 -13.8170
45 H 2.9033 -29.3612 -12.5756

Molecular formula: C4H7NO2
Method: DFT, the ωB97M-V functional and the def2-TZVPD basis

Values from the calculation:
Energy relative to the best compared isomer or geometry (same formula, charge and spin) ... 28.81 kcal per mole
E ... -9846.031 eV
2S+1 ... 1
E_LUMO ... 0.817 eV
SMILES ... C[C@H]1CNC(=O)O1

Positions of all 14 atoms, in Å:
1 C -1.2458 -0.6690 0.7449
2 C -0.6728 -0.2400 -0.6061
3 C -0.0113 1.1536 -0.6562
4 N 1.4156 0.8268 0.0567
5 C 1.5091 -0.5298 -0.0220
6 O 2.2158 -1.3318 0.5300
7 O 0.5318 -0.9420 -0.9158
8 H -0.6558 -0.2227 1.5499
9 H -1.1851 -1.7587 0.8381
10 H -2.2935 -0.3707 0.8764
11 H -1.3963 -0.5161 -1.4018
12 H -0.4105 1.9418 -0.0460
13 H 0.0175 1.4283 -1.7372
14 H 2.0467 1.2361 0.7831

Molecular formula: C4H5NO2
Method: DFT, the ωB97M-V functional and the def2-TZVPD basis

Values from the calculation:
Energy relative to the best compared isomer or geometry (same formula, charge and spin) ... 17.46 kcal per mole
E ... -9813.558 eV
2S+1 ... 1
E_LUMO ... 0.738 eV
SMILES ... O=C1NC=C[C@H]1O

Positions of all 12 atoms, in Å:
1 O 1.5400 0.9534 1.6110
2 C 0.7633 0.3436 0.9164
3 N -0.4447 -0.1909 1.3270
4 C -1.1620 -0.6982 0.2289
5 C -0.4429 -0.6625 -0.8912
6 C 0.8507 0.0446 -0.6078
7 O 0.9160 1.2379 -1.3576
8 H -0.8292 0.0189 2.2337
9 H -2.1567 -1.0941 0.3749
10 H -0.7420 -0.9979 -1.8758
11 H 1.7519 -0.5380 -0.8149
12 H 0.0581 1.6397 -1.1819